This record from the OMol25 dataset describes a 2-piece molecular cluster, C7H12N2S overall at a distorted geometry. The level of theory is ωB97M-V/def2-TZVPD.

```
22
Properties=species:S:1:pos:R:3:forces:R:3:lowdin_charge:R:1
S -1.166849 2.402736 0.890283 0.1899 -0.6529 -0.0072 0.7315
N -1.796882 0.295849 -1.590478 -0.6280 0.7274 0.6689 0.0231
N -1.398837 -1.652781 -2.445810 1.3192 -1.0209 0.0764 0.0683
C 1.215094 0.891172 0.950193 -0.3415 -4.0081 1.8901 -0.3051
C -2.108540 -0.585946 -2.612426 -0.1328 0.5751 1.4943 -0.2068
C 1.774866 1.129096 2.398428 -0.3544 4.5211 -3.3704 -0.0846
C -0.546596 -1.479515 -1.310348 -1.1290 -1.8000 -1.3956 -0.3365
C -0.319140 0.786731 0.920011 -1.3905 -1.9874 -2.4298 -0.4757
C -0.888560 -0.307672 -0.765230 1.1781 3.1603 3.0504 -0.0971
C 0.367173 -2.606602 -0.870461 2.3913 3.1897 0.2786 -0.0458
H 1.385935 2.145071 2.719843 -0.0207 -1.3705 0.2554 0.0869
H -0.083280 3.131808 0.625904 0.0977 0.1489 -0.2033 -0.1358
H 1.381417 -2.024661 -0.469974 -2.3214 -1.9197 -1.0278 0.1128
H 1.760777 -0.066169 0.554473 -1.4321 1.5017 0.5725 0.1225
H 2.803606 1.390504 2.221608 0.7918 -0.4424 0.3371 0.0624
H 1.647004 0.380194 3.080525 -0.4801 -1.9162 1.6127 0.0373
H 1.428381 1.624613 0.260598 1.0187 1.8933 -1.2455 0.0531
H -0.851195 0.254949 1.742784 0.8476 -0.0269 -0.7823 0.0715
H -2.205791 1.164516 -1.248239 -0.1511 -0.2694 -0.7945 0.0906
H -2.957042 -0.471362 -3.299960 0.7539 0.1656 0.2721 0.1185
H 0.598594 -3.263038 -1.707399 0.0683 0.0949 0.1465 0.0631
H -0.040133 -3.139492 -0.044323 -0.2751 -0.5634 0.6013 0.0458
```
Forces are in eV/Å.

## Properties
Largest force on an atom, eV/A: 5.65
Net charge: 0
HOMO level, eV: -8.45
E_LUMO, eV: 0.64